Record 1
Molecular formula: C17H20N2O5S
Method: DFT, ωB97M-V/def2-TZVPD

Cartesian coordinates (Å):
1 C -8.54178 -0.41233 -0.32505
2 O -7.62502 0.64561 -0.19191
3 C -6.29318 0.36252 -0.23171
4 C -5.43076 1.45239 -0.10076
5 C -4.06384 1.28658 -0.12541
6 C -3.52036 0.01313 -0.28382
7 N -2.14122 -0.23324 -0.30749
8 C -1.11166 0.65941 -0.24855
9 O -1.23317 1.86350 -0.18474
10 C 0.22151 0.00627 -0.26970
11 C 1.38444 0.58215 -0.85679
12 C 2.39843 -0.29210 -0.61994
13 S 4.13360 -0.26793 -1.03096
14 O 4.34968 0.88308 -1.85866
15 O 4.50736 -1.55317 -1.53448
16 N 4.76813 -0.09558 0.51576
17 C 4.78665 1.29305 0.93718
18 C 6.14049 1.86456 0.47526
19 C 7.00016 0.62707 0.16188
20 C 6.14086 -0.55596 0.62761
21 O 1.95456 -1.35050 0.08593
22 C 0.63578 -1.17754 0.29897
23 C -0.07267 -2.21388 1.09783
24 C -4.37760 -1.07342 -0.41405
25 C -5.75087 -0.90800 -0.38939
26 H -8.43491 -1.14248 0.48408
27 H -8.43434 -0.91976 -1.28940
28 H -9.52871 0.04402 -0.26802
29 H -5.86240 2.43288 0.02008
30 H -3.40986 2.13599 -0.02664
31 H -1.89390 -1.20324 -0.43802
32 H 1.43896 1.50864 -1.38834
33 H 4.69485 1.31491 2.02659
34 H 3.93614 1.80959 0.49530
35 H 6.00138 2.46785 -0.41912
36 H 6.58547 2.48472 1.25178
37 H 7.96279 0.64973 0.66936
38 H 7.17111 0.55066 -0.91115
39 H 6.25972 -1.45015 0.01944
40 H 6.32922 -0.79852 1.67729
41 H -0.46831 -3.00172 0.45508
42 H 0.63356 -2.67366 1.78508
43 H -0.88968 -1.77113 1.66221
44 H -3.96932 -2.06732 -0.53810
45 H -6.38130 -1.77665 -0.49453

The structure (SMILES) is COc1ccc(NC(=O)c2cc(S(=O)(=O)N3CCCC3)oc2C)cc1. As for the LUMO energy: 0.52 eV. As for the calculated total energy: -42005.5340 eV.

Here are the Löwdin charges for atoms 1 to 6, given in e:
1. C -0.093
2. O -0.086
3. C -0.282
4. C 0.008
5. C 0.000
6. C -0.223


Record 2
Molecular formula: C17H20N2O5S2
Method: DFT, ωB97M-V/def2-TZVPD

Cartesian coordinates (Å):
1 C 1.03969 4.11937 1.38588
2 O 1.10738 3.54998 0.09974
3 C 1.67595 2.31862 -0.03646
4 C 1.77815 1.83430 -1.34061
5 C 2.31293 0.58839 -1.58801
6 C 2.77524 -0.20010 -0.53698
7 N 3.32107 -1.46612 -0.76940
8 S 2.88872 -2.76675 0.19924
9 O 3.22538 -3.92708 -0.56453
10 O 3.43934 -2.60063 1.50604
11 C 1.10655 -2.56846 0.28212
12 C 0.52578 -2.06569 1.43025
13 C -0.83748 -1.81191 1.43842
14 C -1.57734 -2.06272 0.29800
15 S -3.34070 -1.67107 0.28500
16 O -3.95517 -2.47287 -0.72787
17 O -3.81611 -1.74256 1.63241
18 N -3.48900 -0.08629 -0.19704
19 C -2.95468 0.91867 0.69524
20 C -1.56966 1.29619 0.13711
21 C -1.59190 0.81685 -1.32524
22 C -3.00261 0.23205 -1.52096
23 C -0.99942 -2.59928 -0.83858
24 C 0.36310 -2.85207 -0.84831
25 C 2.68861 0.28636 0.76059
26 C 2.14027 1.53186 1.01223
27 H 0.41378 3.52352 2.05836
28 H 2.03474 4.23894 1.82478
29 H 0.58764 5.10047 1.24919
30 H 1.42752 2.45583 -2.14858
31 H 2.38705 0.22622 -2.60308
32 H 3.39186 -1.73293 -1.73906
33 H 1.14407 -1.89447 2.29649
34 H -1.33975 -1.44168 2.31803
35 H -2.93625 0.51602 1.70572
36 H -3.62830 1.78055 0.67388
37 H -1.40509 2.36956 0.20083
38 H -0.77449 0.79645 0.69001
39 H -0.82805 0.05733 -1.48968
40 H -1.40880 1.63396 -2.01929
41 H -3.67306 0.97867 -1.95682
42 H -3.03374 -0.66586 -2.13418
43 H -1.62607 -2.82365 -1.68717
44 H 0.85468 -3.27973 -1.70808
45 H 3.06830 -0.31674 1.56854
46 H 2.08989 1.87848 2.03182

The structure (SMILES) is COc1ccc(NS(=O)(=O)c2ccc(S(=O)(=O)N3CCCC3)cc2)cc1. As for the LUMO energy: -0.18 eV. As for the calculated total energy: -52840.6921 eV.

Here are the Löwdin charges for atoms 1 to 6, given in e:
1. C -0.088
2. O -0.097
3. C -0.296
4. C -0.008
5. C -0.016
6. C -0.311


Relative energy (zero: lowest compared OMol25 entry of this formula, charge and spin) (computed, kcal/mol): 47.52, 37.71
Molecular weight (computed, g mol⁻¹): 364.42, 396.49
Frontier orbital gap (computed, eV): 8.6, 8.4